DFT (wB97M-V/def2-TZVPD) results for a structure of composition C24H23N5O3ReS.

Last column: Löwdin charge in e.
Element x y z (Å)
Re1 -1.025 -0.043 -1.180  1.3729
N1 -2.748 3.612 -2.573  0.1189
C1 -2.228 2.666 -1.784  -0.7535
S1 -2.922 1.011 -1.964  0.7054
N2 -1.286 2.934 -0.936  0.0473
N3 -0.963 1.768 -0.244  -0.1759
C2 -0.920 1.793 1.055  -0.1263
C3 -0.864 3.008 1.861  -0.1799
C4 0.037 4.019 1.514  -0.0175
C5 0.115 5.164 2.284  -0.0427
C6 -0.727 5.327 3.377  -0.0367
C7 -1.642 4.337 3.713  -0.0447
C8 -1.702 3.172 2.968  -0.0297
C9 -1.078 0.453 1.675  -0.1748
C10 -0.887 0.188 3.013  0.0356
C11 -1.216 -1.076 3.502  0.0154
C12 -1.723 -2.032 2.644  0.0051
C13 -1.841 -1.719 1.297  -0.0579
N4 -1.523 -0.515 0.827  -0.0490
H1 -3.564 3.426 -3.128  0.1020
H2 -2.467 4.571 -2.434  0.1258
H3 0.677 3.897 0.651  0.1176
H4 0.828 5.936 2.028  0.1182
H5 -0.672 6.230 3.969  0.1203
H6 -2.308 4.472 4.553  0.1188
H7 -2.427 2.410 3.228  0.1224
H8 -0.497 0.955 3.666  0.1341
H9 -1.078 -1.299 4.552  0.1335
H10 -2.009 -3.013 2.993  0.1289
H11 -2.190 -2.441 0.570  0.1309
C14 4.818 -2.331 1.556  -0.0283
O1 4.191 -3.428 0.887  -0.0271
C15 3.063 -3.226 0.226  -0.2541
C16 2.498 -4.368 -0.378  0.0398
C17 1.343 -4.253 -1.092  0.0080
C18 0.664 -3.018 -1.231  -0.1037
C19 -0.571 -2.960 -1.968  -0.3278
C20 -1.088 -4.144 -2.719  0.0208
O2 -1.287 -1.926 -2.003  -0.1573
C21 1.258 -1.888 -0.618  -0.2604
O3 0.724 -0.650 -0.721  -0.2343
C22 2.439 -1.985 0.100  0.0746
H12 5.672 -2.753 2.073  0.1052
H13 4.135 -1.883 2.280  0.0999
H14 5.155 -1.586 0.834  0.1048
H15 3.006 -5.315 -0.266  0.1377
H16 0.924 -5.137 -1.551  0.1228
H17 -1.404 -4.924 -2.023  0.1116
H18 -0.317 -4.570 -3.360  0.1056
H19 -1.944 -3.841 -3.317  0.1005
H20 2.859 -1.083 0.520  0.1239
C23 1.001 1.137 -5.247  0.0042
C24 0.362 0.755 -4.003  -0.1028
N5 -0.140 0.460 -3.019  0.0481
H21 2.080 1.031 -5.139  0.1085
H22 0.758 2.175 -5.468  0.1078
H23 0.648 0.496 -6.053  0.1077

multiplicity: 2
total energy: -1903.85378 a.u.
energy relative to the best compared isomer or geometry (same formula, charge and spin): 0.00 kcal/mol
HOMO-LUMO gap (spin up / spin down): 6.024 / 6.307 eV
HOMO energy (spin up / spin down): -13.988 / -13.918 eV
LUMO (spin up / spin down): -7.965 / -7.611 eV
total charge: +2

***

DFT (wB97M-V/def2-TZVPD) results for a cluster of 2 separate species, C24H23NOS2 in total in a non-equilibrium geometry.

Last column: Löwdin charge in e.
Element x y z (Å)
C1 -3.794 3.175 -3.416  -0.1541
C2 -3.843 1.704 -3.848  -0.1604
C3 -2.440 1.118 -3.646  -0.2327
N1 -1.665 2.200 -3.075  -0.2200
C4 -0.401 2.021 -2.611  -1.1714
S1 0.004 0.341 -2.552  0.7614
S2 0.544 3.332 -2.160  0.5511
C5 -2.334 3.484 -3.018  -0.1971
H1 -4.153 3.840 -4.207  0.1045
H2 -4.435 3.322 -2.544  0.1017
H3 -4.539 1.137 -3.221  0.1036
H4 -4.172 1.582 -4.883  0.1044
H5 -2.467 0.232 -2.987  0.0802
H6 -2.007 0.760 -4.595  0.1149
H7 -1.880 4.219 -3.697  0.1094
H8 -2.281 3.923 -2.011  0.1042
C6 -2.617 -3.140 4.913  -0.0950
C7 -1.254 -2.983 5.174  -0.0776
C8 -0.618 -1.770 4.890  -0.0077
C9 -1.353 -0.750 4.288  -0.2452
O1 -0.666 0.419 3.902  -0.0110
C10 0.030 0.386 2.696  -0.2334
C11 -0.673 0.556 1.495  0.0227
C12 -0.031 0.344 0.290  -0.0651
C13 1.350 0.061 0.177  -0.1983
C14 2.040 -0.095 -1.071  -0.0522
C15 3.283 -0.787 -1.177  -0.1863
C16 4.157 -0.539 -2.291  0.0059
C17 5.417 -1.126 -2.375  -0.0702
C18 5.863 -2.002 -1.373  -0.0605
C19 5.030 -2.293 -0.284  -0.0723
C20 3.754 -1.750 -0.210  -0.0241
C21 2.036 0.007 1.439  -0.0215
C22 1.410 0.161 2.666  0.0083
C23 -2.721 -0.879 4.045  -0.0109
C24 -3.345 -2.090 4.352  -0.0824
H9 -3.111 -4.085 5.137  0.1016
H10 -0.673 -3.794 5.607  0.1035
H11 0.443 -1.621 5.080  0.1166
H12 -1.727 0.822 1.541  0.1228
H13 -0.647 0.457 -0.627  0.0140
H14 1.861 0.561 -1.976  -0.0065
H15 3.806 0.140 -3.071  0.1242
H16 6.059 -0.893 -3.226  0.1081
H17 6.868 -2.434 -1.423  0.1102
H18 5.372 -2.941 0.521  0.1075
H19 3.094 -2.037 0.615  0.1141
H20 3.122 -0.139 1.437  0.1102
H21 1.985 0.092 3.584  0.1213
H22 -3.265 -0.050 3.575  0.1215
H23 -4.417 -2.197 4.152  0.1077

multiplicity: 1
total energy: -1854.57438 a.u.
energy relative to the best compared isomer or geometry (same formula, charge and spin): 45.77 kcal/mol
HOMO-LUMO gap: 5.368 eV
HOMO energy: -7.236 eV
LUMO: -1.867 eV